Entry 1:
14
Properties=species:S:1:pos:R:3:forces:R:3:mulliken_charge:R:1 method="wB97M-V/def2-TZVPD" total_charge=+1 homo_lumo_gap_ev="6.080 / 9.677"
C -0.66822 -2.39547 0.01322 0.2 2.0 -0.2 -0.78
C 0.42058 0.55938 0.59083 -2.5 1.5 -0.3 0.35
C 0.25360 -0.58059 -1.44318 1.7 2.8 -1.0 -0.44
C -0.02084 -1.90819 -0.98326 0.8 -2.5 -0.2 0.06
C 0.16519 1.31245 1.83433 4.7 -1.2 -0.5 -0.86
N -0.24441 0.42918 -0.48562 1.7 -0.8 0.6 -0.08
H -1.13991 -3.08798 0.61449 -0.6 -1.3 0.8 0.42
H 1.32380 -0.26106 -1.73707 -1.3 -1.1 0.9 0.31
H -0.25462 -0.42000 -2.36560 -0.7 0.2 -0.8 0.41
H 0.45143 -2.60129 -1.67153 0.0 -0.6 -0.3 0.32
H 0.36051 0.51114 2.57472 0.4 0.9 0.3 0.29
H -0.75776 1.67155 2.03403 -3.4 1.0 -0.1 0.39
H 0.89405 2.19515 1.86308 -0.6 -1.5 0.3 0.31
H -1.14182 0.81736 -0.73247 -0.4 0.6 0.5 0.30



Entry 2:
66
Properties=species:S:1:pos:R:3:forces:R:3:mulliken_charge:R:1 method="wB97M-V/def2-TZVPD" homo_lumo_gap_ev=5.769
C 3.85216 2.91803 -2.84790 -0.1 0.1 -0.1 -1.41
C 2.47384 2.53415 -2.31208 0.0 0.1 0.2 -0.44
C 2.55177 1.42749 -1.24513 0.6 0.1 0.0 -0.57
C 1.52869 0.32450 -1.45731 -0.2 -0.2 0.1 -1.52
C 1.00420 -0.34024 -0.10953 2.6 4.2 2.0 3.47
C 0.23023 -1.54366 -0.92085 -2.1 -4.3 -1.3 -0.44
O -0.95552 -1.02904 -0.75539 0.4 -3.4 -2.4 -0.52
O 0.37879 -2.53922 -1.70617 -2.0 -0.9 -1.4 -0.32
C -0.94108 -3.04912 -2.26029 0.8 0.0 -0.2 -0.15
C -0.60619 -4.17906 -3.17958 -0.2 -0.4 -0.2 -1.33
C 2.15593 -0.43690 1.01575 -2.7 0.6 0.5 -0.24
O 1.95326 0.10017 2.09967 0.6 -0.7 -0.9 -0.59
O 3.31140 -0.98965 0.69154 0.5 0.3 0.5 -0.28
C 4.33424 -0.76138 1.74851 -0.1 -0.2 -0.5 -0.23
C 5.63716 -1.10982 1.08984 0.4 -0.3 -0.2 -1.15
H 3.78584 3.84079 -3.43355 0.2 -0.1 0.0 0.43
H 4.57786 3.06563 -2.03668 -0.2 0.0 -0.2 0.33
H 4.22444 2.12112 -3.50530 0.1 0.2 0.2 0.33
H 1.98025 3.41019 -1.86630 0.1 -0.2 -0.2 0.24
H 1.84325 2.21333 -3.15375 0.1 0.1 0.2 0.30
H 3.54216 0.94207 -1.28757 -0.2 0.3 0.1 0.30
H 2.45699 1.88122 -0.24075 0.0 -0.3 -0.4 0.51
H 0.64469 0.72981 -1.96701 0.1 -0.1 0.0 0.65
H 1.97438 -0.45672 -2.09558 -0.3 0.2 0.1 0.35
H -1.52026 -3.38029 -1.39517 0.0 0.2 -0.1 0.27
H -1.44729 -2.22497 -2.77762 0.2 -0.1 0.3 0.27
H -1.52396 -4.52701 -3.65754 0.0 0.0 -0.1 0.41
H 0.10033 -3.88351 -3.95849 -0.1 0.0 0.1 0.32
H -0.20353 -5.01989 -2.61512 0.1 0.0 -0.1 0.31
H 4.30880 0.28309 2.08971 -0.2 -0.4 -0.2 0.31
H 4.10018 -1.42675 2.58839 0.0 0.3 -0.2 0.29
H 6.48974 -0.94477 1.75705 -0.2 0.0 0.0 0.40
H 5.63249 -2.16655 0.80102 0.1 0.2 0.0 0.29
H 5.78780 -0.50302 0.18827 0.0 -0.1 0.2 0.28
C -4.22663 -3.79998 3.54532 0.7 0.3 0.1 -0.76
O -2.80573 -3.66594 3.80176 -0.5 -0.2 0.4 -0.44
C -2.14177 -2.58700 3.29551 0.1 0.6 -0.8 0.69
C -0.77579 -2.75892 2.95255 -0.8 -0.4 -0.1 -1.15
C -0.21571 -1.92884 1.99322 0.1 0.0 0.7 -0.50
C -0.85695 -0.75569 1.61069 -0.3 0.6 -0.7 -0.03
C -0.38649 -0.07234 0.30205 -2.1 1.6 2.9 3.30
C -1.10546 1.26218 0.00737 0.8 -0.2 -0.1 -2.05
C -0.46169 2.46449 0.36219 -0.2 -0.3 -0.1 -0.17
C -1.03568 3.68616 0.07570 -1.0 0.2 -0.2 -1.01
C -2.31934 3.71981 -0.51934 0.1 -0.8 0.1 0.81
O -2.97512 4.90764 -0.51976 -0.7 0.1 -0.5 -0.43
C -4.39208 4.88971 -0.83434 0.8 0.1 0.1 -0.84
C -2.90673 2.52237 -0.99193 -0.1 0.7 0.6 -0.90
C -2.34169 1.30766 -0.63152 0.3 -0.2 -0.3 0.14
C -2.10599 -0.44111 2.18254 0.4 -0.1 -0.1 -0.28
C -2.77661 -1.36389 2.98737 0.4 -0.8 0.1 -0.78
H -4.50242 -4.78752 3.91851 0.1 0.2 0.0 0.24
H -4.81109 -3.03437 4.07136 0.1 -0.2 -0.1 0.30
H -4.43761 -3.74455 2.46905 0.1 0.1 0.2 0.33
H -0.21060 -3.60877 3.33827 -0.4 0.0 -0.3 0.41
H 0.74444 -2.21411 1.55971 -0.3 0.1 0.3 0.41
H 0.75255 0.71690 0.32358 3.1 3.4 2.1 -1.42
H 0.48774 2.42093 0.90676 -0.4 0.1 -0.2 0.49
H -0.54432 4.61297 0.36235 -0.2 -0.1 0.0 0.45
H -4.69944 5.92963 -0.71528 -0.1 -0.2 -0.1 0.24
H -4.56868 4.55915 -1.86964 0.0 0.1 0.3 0.30
H -4.94407 4.24451 -0.13207 0.2 0.1 -0.2 0.37
H -3.83585 2.52348 -1.56844 0.3 0.1 0.4 0.27
H -2.87441 0.38930 -0.88114 0.3 0.2 -0.1 0.44
H -2.58994 0.51457 1.97616 0.2 -0.3 -0.1 0.44
H -3.79986 -1.18843 3.33634 0.5 0.1 -0.2 0.25



Entry 3:
18
Properties=species:S:1:pos:R:3:forces:R:3:mulliken_charge:R:1 method="wB97M-V/def2-TZVPD" smiles="C=C(N)/C=C/C.O" homo_lumo_gap_ev=8.759
N -1.86642 -1.32395 -0.27066 0.6 1.7 1.1 -0.61
C -0.37768 -1.22190 -0.31832 1.7 -3.3 3.4 0.08
C 0.29359 -2.12248 0.51735 1.9 2.2 -3.1 -0.91
C 0.62040 2.05819 -1.84375 -0.4 3.2 1.4 -1.05
C 0.38533 1.14481 -0.64690 0.9 -0.5 -0.5 0.19
C 0.43150 -0.18279 -0.99800 -1.8 1.9 2.0 -0.40
H -2.04629 -1.06746 0.74157 -0.1 -0.4 -1.8 0.31
H -2.27966 -2.24925 -0.38313 0.7 0.0 -0.2 0.30
H -0.09212 -3.11809 0.60403 -0.4 -0.3 1.1 0.34
H 1.45769 -1.95991 0.59538 -2.4 -0.6 -0.1 0.25
H 0.91784 1.53244 -2.72261 -0.6 -0.7 -0.7 0.37
H 1.47433 2.77132 -1.74062 -0.7 -0.1 0.4 0.29
H -0.37450 2.76174 -2.01472 2.5 -2.0 0.3 0.23
H 0.39704 1.50466 0.44559 -1.4 -0.3 -1.9 0.26
H 1.25821 -0.39570 -1.64431 -0.6 -0.7 -1.4 0.38
H 0.51107 0.28986 2.46391 -0.1 0.8 0.1 0.31
H 0.42905 1.22773 3.67549 0.0 0.1 -0.6 0.30
O 0.41168 1.23942 2.70147 0.1 -1.1 0.5 -0.64



Entry 4:
44
Properties=species:S:1:pos:R:3:forces:R:3:mulliken_charge:R:1 method="wB97M-V/def2-TZVPD" smiles="CCOc1ccc(C(=O)CCC(=O)Nc2ccccc2C)cc1" homo_lumo_gap_ev=8.567
C -2.18850 -3.57673 3.59191 0.0 0.4 0.2 -1.04
C -1.98729 -2.47514 4.62780 0.1 -0.5 0.0 -0.42
H -0.94859 -2.44873 4.97795 -0.1 0.1 0.0 0.34
H -2.63595 -2.65363 5.48986 0.2 0.0 -0.1 0.31
O -2.38613 -1.20316 4.15033 -0.1 0.3 -0.1 -0.46
C -1.59303 -0.51011 3.30386 0.1 0.2 -0.2 0.91
C -0.31669 -0.88670 2.88736 -0.2 -0.3 0.3 -0.75
C 0.41359 -0.06813 2.04790 0.0 0.3 -0.1 -0.72
C -0.11187 1.13515 1.58452 -0.3 -0.2 0.2 0.66
C -1.40834 1.48912 1.97491 0.1 0.0 0.0 -0.66
C -2.12926 0.69387 2.83031 0.0 -0.2 0.1 -0.59
H -3.12075 0.97104 3.15145 -0.1 0.0 0.0 0.42
H -1.82633 2.41163 1.60063 0.0 0.1 0.0 0.44
C 0.60085 2.02621 0.65220 0.2 0.0 0.1 0.61
O -0.00512 2.69829 -0.16256 0.1 0.1 0.1 -0.69
C 2.11096 2.10952 0.75983 0.1 0.1 -0.3 -0.66
H 2.33060 3.02476 1.31849 0.0 -0.1 0.1 0.38
H 2.51921 1.27137 1.32044 0.0 0.1 0.0 0.30
C 2.77238 2.19074 -0.62272 0.0 -0.2 0.1 -0.82
C 2.50901 0.88178 -1.36034 0.3 0.6 0.1 0.53
O 3.25108 -0.07195 -1.25505 0.1 -0.3 0.1 -0.67
N 1.35788 0.91280 -2.07896 -0.5 0.3 -0.3 -0.01
C 0.72333 -0.12322 -2.77663 -0.1 -0.4 -0.2 0.33
C 1.35284 -1.33986 -3.01583 0.2 0.0 0.1 -0.60
C 0.69858 -2.33869 -3.71325 -0.1 0.0 -0.1 -0.64
C -0.58692 -2.13307 -4.17875 0.0 -0.1 -0.1 -0.64
C -1.21285 -0.92121 -3.94138 0.1 0.0 0.0 -0.68
C -0.58111 0.09722 -3.24494 0.0 0.0 0.0 1.00
C -1.28659 1.40241 -3.01399 0.0 -0.1 0.0 -1.30
H -1.31023 1.66547 -1.95633 0.0 0.1 0.0 0.18
H -2.31210 1.33995 -3.36910 0.0 0.0 0.0 0.39
H -0.79325 2.21107 -3.55572 0.0 0.1 0.0 0.36
H -2.21788 -0.76053 -4.30547 -0.1 0.0 0.0 0.33
H -1.10241 -2.90914 -4.72466 0.0 -0.1 0.0 0.38
H 1.19980 -3.27801 -3.89294 0.1 -0.1 0.0 0.39
H 2.35347 -1.49567 -2.64988 0.0 0.0 0.0 0.51
H 0.81054 1.76037 -2.00759 0.2 -0.1 0.1 0.14
H 2.37251 3.04141 -1.17511 0.0 0.0 0.0 0.31
H 3.84922 2.30898 -0.50179 -0.1 0.0 -0.1 0.43
H 1.38392 -0.40725 1.71809 0.1 0.0 0.0 0.34
H 0.12259 -1.81763 3.20880 0.0 -0.1 0.0 0.36
H -1.92173 -4.53729 4.02369 0.0 -0.1 0.0 0.35
H -1.57529 -3.40266 2.71108 0.0 0.0 -0.1 0.34
H -3.23037 -3.60528 3.28322 -0.1 0.0 0.0 0.31



We obtain ΔE to the lowest compared entry with this formula, charge and spin values of 620.34; 0.00; 459.91; 52.85 kJ/mol for the records listed above, in that order.